# 1
Computed, not measured: C21H31N3O4 in the gas phase, with wB97M-V/def2-TZVPD.

Computed properties:
LUMO = 0.7 eV
HOMO energy = -8.43 eV
E_tot = -1284.0430 hartree
net charge = 0
gap between HOMO and LUMO = 9.11 eV

Cartesian coordinates (Å):
C: -5.10 -7.08 -0.75
O: -5.03 -5.71 -1.06
C: -3.97 -5.05 -0.40
C: -4.01 -3.58 -0.79
N: -3.23 -2.76 0.12
C: -1.80 -2.89 -0.10
C: -1.04 -2.14 1.00
N: -1.42 -0.75 1.00
C: -0.66 0.34 0.77
O: -1.14 1.46 0.71
C: 0.84 0.12 0.59
C: 1.16 -0.21 -0.87
C: 2.65 -0.50 -0.98
C: 3.55 0.52 -0.30
O: 4.75 0.54 -0.55
N: 2.99 1.35 0.60
C: 3.81 2.37 1.22
C: 3.27 3.76 1.00
C: 2.99 4.59 2.07
C: 2.51 5.88 1.87
C: 2.29 6.33 0.59
C: 2.56 5.51 -0.50
C: 3.05 4.23 -0.30
O: 3.33 3.35 -1.30
C: 3.20 3.77 -2.64
C: 1.58 1.41 0.94
C: -2.86 -0.59 1.16
C: -3.59 -1.35 0.05
H: -4.19 -7.60 -1.05
H: -5.27 -7.23 0.32
H: -5.95 -7.47 -1.31
H: -4.08 -5.14 0.69
H: -3.01 -5.52 -0.68
H: -3.70 -3.46 -1.84
H: -5.05 -3.26 -0.72
H: -1.53 -3.95 -0.05
H: -1.50 -2.49 -1.09
H: 0.03 -2.26 0.85
H: -1.32 -2.57 1.97
H: 1.20 -0.68 1.24
H: 0.90 0.65 -1.49
H: 0.59 -1.06 -1.22
H: 2.96 -0.56 -2.03
H: 2.88 -1.47 -0.53
H: 4.80 2.28 0.76
H: 3.90 2.18 2.29
H: 3.16 4.23 3.08
H: 2.30 6.51 2.72
H: 1.91 7.33 0.42
H: 2.38 5.89 -1.49
H: 2.16 4.01 -2.89
H: 3.54 2.93 -3.24
H: 3.84 4.64 -2.85
H: 1.50 1.61 2.01
H: 1.10 2.24 0.41
H: -3.08 0.47 1.11
H: -3.15 -0.99 2.13
H: -4.67 -1.26 0.21
H: -3.34 -0.91 -0.92

# 2
Computed, not measured: C21H31N3O4 in the gas phase, with wB97M-V/def2-TZVPD.

Computed properties:
LUMO = 0.6 eV
HOMO energy = -8.85 eV
E_tot = -1284.1150 hartree
net charge = 0
gap between HOMO and LUMO = 9.44 eV

Cartesian coordinates (Å):
C: 0.51 5.52 0.47
C: 0.63 4.01 0.46
O: 1.94 3.67 0.00
C: 2.36 2.43 0.20
O: 1.71 1.57 0.76
C: 3.75 2.20 -0.37
N: 4.15 0.82 -0.22
C: 3.65 -0.06 -1.18
O: 3.23 0.36 -2.25
N: 3.77 -1.39 -0.91
C: 4.09 -1.93 0.39
C: 2.82 -2.08 1.24
C: 1.83 -2.99 0.51
C: 0.53 -3.19 1.29
C: -0.35 -1.94 1.36
C: -1.26 -1.84 0.15
O: -1.55 -2.81 -0.53
N: -1.75 -0.61 -0.13
C: -1.50 0.56 0.69
C: -2.60 -0.42 -1.28
C: -4.02 -0.10 -0.88
C: -4.73 -1.00 -0.10
C: -6.02 -0.71 0.31
C: -6.61 0.49 -0.05
C: -5.90 1.40 -0.83
C: -4.61 1.11 -1.23
C: 1.59 -2.47 -0.91
C: 2.91 -2.28 -1.66
H: 1.24 5.96 1.14
H: -0.49 5.80 0.81
H: 0.67 5.91 -0.53
H: -0.10 3.56 -0.21
H: 0.49 3.59 1.47
H: 4.46 2.86 0.13
H: 3.73 2.43 -1.44
H: 4.09 0.50 0.74
H: 4.85 -1.32 0.89
H: 4.53 -2.92 0.23
H: 3.07 -2.49 2.22
H: 2.38 -1.09 1.38
H: 2.31 -3.98 0.42
H: 0.79 -3.51 2.31
H: -0.05 -3.98 0.82
H: -1.00 -2.00 2.24
H: 0.25 -1.04 1.46
H: -2.14 1.37 0.34
H: -0.46 0.88 0.63
H: -1.75 0.37 1.74
H: -2.58 -1.37 -1.83
H: -2.19 0.37 -1.92
H: -4.27 -1.94 0.17
H: -6.57 -1.42 0.91
H: -7.61 0.72 0.26
H: -6.36 2.33 -1.11
H: -4.07 1.82 -1.84
H: 0.93 -3.15 -1.45
H: 1.09 -1.49 -0.86
H: 2.73 -1.84 -2.64
H: 3.42 -3.24 -1.78

# 3
Computed, not measured: 2 unconnected molecules or ions with the total composition C21H31N5O4, with wB97M-V/def2-TZVPD.

Computed properties:
LUMO = -1.3 eV
HOMO energy = -5.65 eV
E_tot = -1393.4030 hartree
net charge = 0
gap between HOMO and LUMO = 4.38 eV

Cartesian coordinates (Å):
C: -5.73 -1.67 3.29
C: -4.53 -2.59 3.28
O: -3.34 -1.84 3.27
C: -2.25 -2.64 3.28
N: -1.04 -1.94 3.34
N: -1.11 -0.83 3.83
C: -0.01 0.01 3.88
O: 1.03 -0.28 3.34
O: -0.20 1.18 4.55
C: 0.95 1.97 4.53
C: 0.71 3.29 5.22
O: -2.30 -3.85 3.26
H: -6.67 -2.21 3.30
H: -5.69 -1.02 4.17
H: -5.71 -1.02 2.41
H: -4.49 -3.24 4.17
H: -4.51 -3.25 2.40
H: 1.75 1.39 5.01
H: 1.23 2.10 3.47
H: 1.60 3.92 5.25
H: -0.09 3.84 4.72
H: 0.38 3.12 6.25
C: 2.83 -3.47 -2.24
C: 1.40 -3.12 -1.84
C: 0.39 -3.90 -2.67
N: 1.17 -1.67 -2.01
N: 0.75 -1.17 -3.15
N: 0.70 0.12 -2.95
C: 0.24 1.07 -3.98
C: -1.21 0.77 -4.34
C: 1.16 1.00 -5.19
C: 1.11 0.53 -1.66
C: 1.16 1.90 -1.15
C: 2.30 2.71 -1.32
C: 2.32 4.01 -0.90
C: 1.21 4.56 -0.28
C: 0.07 3.79 -0.09
C: 0.04 2.49 -0.51
C: 1.44 -0.69 -1.02
C: 1.91 -0.86 0.25
H: 3.02 -4.54 -2.14
H: 3.01 -3.19 -3.27
H: 3.55 -2.93 -1.63
H: 1.24 -3.35 -0.77
H: 0.51 -4.97 -2.55
H: -0.64 -3.63 -2.39
H: 0.50 -3.66 -3.72
H: 0.30 2.08 -3.54
H: -1.59 1.46 -5.10
H: -1.30 -0.24 -4.74
H: -1.85 0.82 -3.47
H: 0.85 1.69 -5.97
H: 2.19 1.22 -4.92
H: 1.14 -0.01 -5.62
H: 3.16 2.28 -1.81
H: 3.20 4.62 -1.05
H: 1.22 5.59 0.03
H: -0.80 4.23 0.38
H: -0.85 1.89 -0.38
H: 2.05 -0.02 0.89
H: 2.13 -1.83 0.64

# 4
Computed, not measured: 2 unconnected molecules or ions with the total composition C21H31NO4, with wB97M-V/def2-TZVPD.

Computed properties:
LUMO = -1.9 eV
HOMO energy = -5.92 eV
E_tot = -1174.4223 hartree
net charge = 0
gap between HOMO and LUMO = 4.06 eV

Cartesian coordinates (Å):
C: 2.21 -2.89 1.63
C: 0.72 -2.69 1.65
O: 0.50 -1.29 1.45
C: -0.82 -1.01 1.46
C: -1.22 0.36 1.26
C: -2.68 0.69 1.30
C: -3.48 -0.18 0.33
C: -4.97 0.11 0.37
C: -5.53 -0.04 1.78
C: -4.75 0.82 2.78
C: -3.25 0.51 2.73
C: -0.35 1.52 1.23
O: -0.82 2.66 1.14
O: 0.98 1.32 1.30
C: 1.69 2.58 1.35
C: 3.15 2.25 1.38
O: -1.64 -1.92 1.63
H: 2.44 -3.92 1.88
H: 2.63 -2.68 0.64
H: 2.71 -2.24 2.35
H: 0.24 -3.27 0.85
H: 0.30 -3.01 2.62
H: -2.74 1.74 1.02
H: -3.05 -0.05 -0.68
H: -3.28 -1.22 0.64
H: -5.12 1.14 0.03
H: -5.49 -0.55 -0.33
H: -6.59 0.22 1.80
H: -5.46 -1.10 2.09
H: -4.89 1.88 2.54
H: -5.11 0.66 3.80
H: -3.06 -0.54 2.99
H: -2.68 1.15 3.41
H: 1.44 3.18 0.47
H: 1.39 3.13 2.26
H: 3.72 3.16 1.56
H: 3.39 1.53 2.17
H: 3.48 1.83 0.42
C: 1.28 -2.36 -3.19
N: 1.29 -1.00 -2.61
C: 2.36 -0.10 -2.95
C: 3.40 0.08 -2.04
C: 4.48 0.89 -2.40
C: 4.49 1.56 -3.63
C: 3.42 1.39 -4.52
C: 2.36 0.54 -4.20
C: 0.32 -0.69 -1.78
H: 2.19 -2.52 -3.77
H: 1.23 -3.10 -2.38
H: 0.40 -2.48 -3.83
H: 3.35 -0.43 -1.07
H: 5.32 0.98 -1.71
H: 5.33 2.20 -3.89
H: 3.42 1.91 -5.48
H: 1.52 0.39 -4.88
H: 0.29 0.32 -1.36
H: -0.48 -1.41 -1.60